[1]
ORCA calculation (ωB97M-V/def2-TZVPD) on a structure of composition ClH12NaO6.

As for the net charge: 0. The energy above the lowest of the compared OMol25 structures with the same formula, charge and spin is 1088.69 kJ/mol. As for the spin multiplicity: 1. Its gap between HOMO and LUMO is 7.66 eV. The LUMO energy comes out at -1.87 eV.

CARTESIAN COORDINATES (ANGSTROEM)
Na -4.78 15.77 -13.72
Cl -6.49 14.64 -14.03
O -8.41 15.99 -14.73
H -7.59 15.68 -14.37
H -9.07 15.75 -14.08
O -4.94 13.82 -15.92
H -5.77 13.92 -15.45
H -4.27 13.91 -15.25
O -6.50 12.27 -13.94
H -6.17 12.16 -13.05
H -6.50 13.22 -14.08
O -6.70 15.04 -16.38
H -6.70 15.18 -15.44
H -6.13 15.73 -16.73
O -8.57 15.10 -12.59
H -7.71 14.88 -12.95
H -8.44 15.94 -12.15
O -6.44 14.01 -11.58
H -7.38 14.06 -11.73
H -6.05 14.16 -12.44


[2]
ORCA calculation (ωB97M-V/def2-TZVPD) on a cluster of 23 separate species, C33H112O23 in total.

As for the net charge: 0. The energy above the lowest of the compared OMol25 structures with the same formula, charge and spin is 0.00 kJ/mol. As for the spin multiplicity: 1. Its gap between HOMO and LUMO is 9.56 eV. The LUMO energy comes out at -0.09 eV.

CARTESIAN COORDINATES (ANGSTROEM)
C -2.25 -3.66 6.23
O -2.30 -3.99 4.89
H -1.34 -3.97 6.76
H -2.41 -2.61 6.45
H -3.01 -4.14 6.84
H -1.47 -3.71 4.49
C -0.50 2.45 -6.70
O -0.29 1.93 -5.42
H -1.51 2.84 -6.85
H 0.24 3.20 -6.99
H -0.32 1.64 -7.41
H -0.34 2.70 -4.84
C 0.31 0.00 -0.40
O -0.53 0.25 0.64
H 0.91 -0.89 -0.18
H -0.21 -0.24 -1.33
H 1.04 0.81 -0.49
H -1.03 -0.53 0.87
O -1.32 -2.24 1.30
H -0.84 -2.70 0.61
H -0.84 -2.45 2.10
O 3.34 1.07 2.44
H 3.76 1.23 3.28
H 3.57 0.17 2.22
O -0.01 -3.20 -5.55
H -0.74 -3.82 -5.62
H -0.43 -2.34 -5.60
O 0.79 1.59 2.60
H 1.74 1.49 2.56
H 0.46 1.02 1.91
O -3.94 -3.00 1.03
H -4.26 -2.16 1.36
H -3.00 -2.97 1.16
C -1.09 4.33 6.03
C -0.75 3.24 4.98
O 0.55 3.49 4.51
H -1.00 5.30 5.55
H -0.39 4.35 6.87
H -2.05 4.11 6.49
H -1.48 3.24 4.17
H -0.82 2.23 5.37
H 0.74 2.71 3.98
C 2.96 -5.23 -2.17
C 3.52 -4.13 -1.29
O 2.73 -2.96 -1.46
H 3.75 -5.98 -2.27
H 2.59 -4.88 -3.13
H 2.11 -5.77 -1.76
H 4.47 -3.81 -1.72
H 3.56 -4.49 -0.26
H 2.60 -2.79 -2.39
C -3.62 -0.74 3.37
C -4.03 0.05 2.15
O -5.14 -0.59 1.73
H -4.45 -0.82 4.07
H -2.76 -0.26 3.84
H -3.28 -1.75 3.14
H -3.28 -0.06 1.37
H -4.22 1.10 2.37
H -5.92 -0.15 2.08
C -1.86 -4.33 -1.92
C -0.56 -3.63 -2.12
O 0.11 -3.47 -0.85
H -2.41 -3.69 -1.22
H -1.85 -5.39 -1.65
H -2.37 -4.31 -2.88
H -0.61 -2.71 -2.70
H 0.00 -4.31 -2.77
H 1.05 -3.32 -0.97
C 5.24 1.92 -1.83
C 5.22 0.80 -0.85
O 6.48 0.82 -0.30
H 5.34 2.91 -1.39
H 4.26 1.90 -2.32
H 5.94 1.85 -2.67
H 5.04 -0.15 -1.35
H 4.49 0.83 -0.04
H 6.48 0.40 0.56
C 1.29 -1.78 5.41
C 0.43 -1.59 4.09
O -0.11 -2.87 3.75
H 2.15 -2.42 5.20
H 0.71 -2.24 6.21
H 1.73 -0.82 5.67
H 0.97 -1.11 3.27
H -0.40 -0.95 4.41
H 0.61 -3.49 3.64
C -1.47 -5.63 1.60
C -0.26 -6.42 1.02
O 0.88 -5.66 0.86
H -2.36 -6.25 1.58
H -1.67 -4.66 1.14
H -1.33 -5.40 2.66
H -0.46 -6.88 0.05
H -0.02 -7.23 1.72
H 0.66 -5.12 0.10
C -4.54 3.65 0.89
C -5.23 4.95 0.70
O -5.74 4.99 -0.60
H -4.19 3.53 1.91
H -3.70 3.60 0.20
H -5.20 2.80 0.72
H -4.47 5.74 0.75
H -6.06 5.09 1.39
H -6.06 5.88 -0.80
C -1.29 5.79 0.70
C -0.68 4.91 1.78
O -0.18 5.73 2.83
H -0.50 6.46 0.37
H -2.11 6.39 1.08
H -1.59 5.21 -0.17
H 0.11 4.30 1.36
H -1.44 4.21 2.16
H -0.02 5.17 3.60
C -3.29 -1.46 -6.48
C -2.49 -0.99 -5.27
O -1.19 -0.76 -5.71
H -3.55 -0.64 -7.15
H -4.25 -1.77 -6.07
H -2.79 -2.23 -7.07
H -2.47 -1.77 -4.50
H -2.96 -0.09 -4.87
H -0.89 0.14 -5.57
C -1.36 3.00 -2.02
C 0.02 3.51 -2.39
O -0.10 4.15 -3.63
H -1.67 2.27 -2.77
H -2.15 3.76 -2.03
H -1.30 2.60 -1.01
H 0.72 2.68 -2.43
H 0.33 4.24 -1.64
H -0.62 4.95 -3.53
C 4.80 4.83 1.30
C 3.45 5.54 1.46
O 3.50 6.27 2.70
H 4.81 4.39 0.30
H 4.93 4.05 2.05
H 5.64 5.52 1.32
H 2.58 4.88 1.53
H 3.25 6.21 0.63
H 2.82 6.95 2.65
C 1.72 -0.15 -3.84
C 2.40 -1.29 -4.59
O 2.05 -2.52 -4.00
H 0.65 -0.03 -4.03
H 2.07 0.87 -4.00
H 1.90 -0.30 -2.77
H 3.48 -1.15 -4.56
H 2.21 -1.29 -5.66
H 1.27 -2.81 -4.46
C -2.83 -0.55 -1.99
C -3.94 0.54 -1.76
O -4.37 0.86 -3.06
H -3.27 -1.43 -2.45
H -2.49 -0.83 -0.99
H -1.97 -0.23 -2.57
H -3.55 1.39 -1.20
H -4.69 0.18 -1.06
H -4.65 1.78 -3.02
C 6.43 -2.77 1.39
C 5.11 -2.14 1.37
O 5.07 -1.08 2.28
H 7.19 -2.01 1.22
H 6.51 -3.47 0.55
H 6.63 -3.25 2.35
H 4.36 -2.90 1.59
H 4.86 -1.73 0.40
H 5.08 -1.43 3.17


[3]
ORCA calculation (ωB97M-V/def2-TZVPD) on a structure of composition C2H7N2O2.

As for the net charge: +1. The energy above the lowest of the compared OMol25 structures with the same formula, charge and spin is 786.43 kJ/mol. As for the spin multiplicity: 1. Its gap between HOMO and LUMO is 9.75 eV. The LUMO energy comes out at -5.68 eV.

CARTESIAN COORDINATES (ANGSTROEM)
C 1.91 0.63 0.36
C -1.87 -0.41 0.23
N 0.21 -0.12 -0.90
N 1.44 0.19 -0.92
O 2.28 -0.06 -1.79
O -0.66 0.27 0.03
H 1.78 1.72 0.66
H 3.04 0.40 0.28
H 1.50 -0.07 1.12
H -2.59 0.22 0.79
H -1.84 -1.48 0.54
H -2.20 -0.45 -0.89
H -0.31 -0.90 -1.79


[4]
ORCA calculation (ωB97M-V/def2-TZVPD) on a structure of composition C28H33BrFN4O5ReS.

As for the expectation value of S²: 3.77. As for the net charge: +1. The energy above the lowest of the compared OMol25 structures with the same formula, charge and spin is 0.00 kJ/mol. As for the spin multiplicity: 4. Its gap between HOMO and LUMO (alpha / beta) is 7.51 / 6.64 eV. The LUMO energy (alpha / beta) comes out at -3.12 / -3.96 eV.

CARTESIAN COORDINATES (ANGSTROEM)
Re -0.76 0.93 -1.15
O -5.74 3.30 1.40
C -4.62 2.78 0.89
C -3.52 2.41 1.68
C -2.42 1.89 1.04
N -2.41 1.77 -0.28
C -3.45 2.08 -1.05
C -4.59 2.60 -0.50
C -3.21 1.75 -2.52
O -4.05 1.94 -3.34
O -2.01 1.22 -2.73
C -1.16 1.36 1.70
O -1.02 1.36 2.89
O -0.29 0.86 0.83
H -5.68 3.40 2.36
H -3.52 2.50 2.76
H -5.44 2.86 -1.12
Br -4.14 -5.16 -0.94
C -3.27 -3.51 -0.97
C -2.78 -3.00 -2.16
C -2.14 -1.78 -2.14
N -1.96 -1.08 -1.00
C -2.44 -1.58 0.14
C -3.11 -2.79 0.20
H -2.91 -3.53 -3.10
H -1.76 -1.33 -3.04
H -2.28 -1.00 1.03
H -3.49 -3.16 1.15
C -0.21 -2.61 2.87
C 0.55 -3.92 2.66
C 0.57 -4.44 1.22
C 1.56 -3.76 0.27
N 1.04 -2.51 -0.33
C 1.57 -1.29 -0.42
S 1.17 -0.35 -1.87
N 2.42 -0.74 0.42
C 2.81 -1.10 1.79
C 2.64 0.06 2.77
C 3.70 1.15 2.68
C 3.61 2.03 1.43
H -0.08 -2.23 3.88
H -1.28 -2.76 2.71
H 0.11 -1.82 2.18
H 0.09 -4.68 3.30
H 1.58 -3.83 3.02
H -0.43 -4.39 0.79
H 0.84 -5.50 1.24
H 1.79 -4.42 -0.56
H 2.50 -3.56 0.77
H 0.35 -2.67 -1.05
H 2.75 0.17 0.11
H 3.85 -1.44 1.78
H 2.19 -1.92 2.12
H 2.66 -0.38 3.77
H 1.64 0.48 2.64
H 4.69 0.71 2.76
H 3.58 1.79 3.56
H 4.04 1.55 0.55
H 4.17 2.96 1.57
H 2.57 2.29 1.21
F 4.23 2.49 -5.03
C 3.20 2.63 -4.17
C 3.46 2.98 -2.87
C 2.40 3.12 -1.99
C 1.09 2.90 -2.40
C -0.06 2.92 -1.43
C 0.86 2.57 -3.74
C 1.91 2.43 -4.63
H 4.49 3.16 -2.56
H 2.59 3.40 -0.96
H -0.89 3.49 -1.84
H 0.23 3.36 -0.47
H -0.15 2.42 -4.09
H 1.75 2.17 -5.67


[5]
ORCA calculation (ωB97M-V/def2-TZVPD) on the molecule C4H10N4O.

As for the net charge: 0. The energy above the lowest of the compared OMol25 structures with the same formula, charge and spin is 450.60 kJ/mol. As for the spin multiplicity: 1. The SMILES is CN/C(=N/N1CC1)NO. Its gap between HOMO and LUMO is 9.28 eV. The LUMO energy comes out at 0.90 eV.

CARTESIAN COORDINATES (ANGSTROEM)
C -2.82 -0.88 0.24
N -1.56 -0.79 -0.62
C -0.48 -0.01 -0.25
N 0.72 -0.36 -0.53
N 1.65 0.53 0.00
C 2.94 0.21 -0.66
C 2.69 -0.30 0.68
N -0.77 1.19 0.40
O -1.62 1.99 -0.40
H -3.39 -1.74 -0.03
H -2.59 -0.98 1.30
H -3.45 0.07 0.08
H -1.21 -1.77 -0.74
H 3.61 1.04 -0.77
H 2.83 -0.48 -1.48
H 3.27 0.16 1.46
H 2.47 -1.38 0.70
H 0.15 1.67 0.57
H -2.44 1.85 0.04


[6]
ORCA calculation (ωB97M-V/def2-TZVPD) on the molecule CH2O2S.

As for the net charge: 0. The energy above the lowest of the compared OMol25 structures with the same formula, charge and spin is 29.77 kJ/mol. As for the spin multiplicity: 1. The SMILES is OC(O)=S. Its gap between HOMO and LUMO is 9.82 eV. The LUMO energy comes out at 0.55 eV.

CARTESIAN COORDINATES (ANGSTROEM)
O 1.25 -0.99 -0.01
C 0.35 -0.01 0.02
O 0.99 1.14 0.00
S -1.32 -0.07 0.00
H 0.76 -1.83 0.04
H 0.37 1.86 0.00


[7]
ORCA calculation (ωB97M-V/def2-TZVPD) on the molecule C4H6BrNOS.

As for the net charge: 0. The energy above the lowest of the compared OMol25 structures with the same formula, charge and spin is 456.04 kJ/mol. As for the spin multiplicity: 1. Its gap between HOMO and LUMO (alpha / beta) is 7.73 / 7.96 eV. The LUMO energy (alpha / beta) comes out at -0.19 / 0.24 eV.

CARTESIAN COORDINATES (ANGSTROEM)
C -0.68 -0.10 0.09
C 2.17 -0.78 0.75
C 1.14 1.69 0.98
C -2.15 -0.11 -0.32
N -0.26 -1.11 0.72
O 1.03 -1.35 1.20
S 0.23 1.37 -0.46
Br 0.43 1.47 2.69
H 2.55 -0.84 -0.33
H 3.01 -0.86 1.48
H 2.14 2.21 0.92
H -2.98 0.26 0.43
H -2.39 -1.21 -0.40
H -2.25 0.31 -1.33


[8]
ORCA calculation (ωB97M-V/def2-TZVPD) on the ion C15H30BFN4O6PS2 with charge +1.

As for the net charge: +1. As for the spin multiplicity: 1. The SMILES is C=C[C@]1(B(O)CC)NC(N(CCCCS(=O)(=O)O)[PH2]=S)=[N+](CC(=O)F)[C@]1(N)OCC. Its gap between HOMO and LUMO is 6.38 eV. The LUMO energy comes out at -4.94 eV.

CARTESIAN COORDINATES (ANGSTROEM)
C 2.47 2.45 -2.36
C 2.11 2.69 -1.05
C 1.56 1.60 -0.15
B 2.38 1.39 1.25
O 1.89 0.67 2.31
C 3.82 1.97 1.43
C 3.99 2.64 2.82
N 1.85 0.28 -0.89
C 0.76 -0.49 -0.68
N 0.71 -1.79 -0.51
C -0.59 -2.49 -0.30
C -0.61 -3.42 0.90
C -1.35 -2.87 2.13
C -2.76 -2.31 1.88
S -3.94 -3.39 1.12
O -4.31 -4.41 2.04
O -5.04 -2.57 0.69
O -3.23 -3.96 -0.19
P 2.19 -2.76 -0.57
S 1.89 -4.44 -1.44
N -0.39 0.32 -0.73
C -0.76 0.34 -2.17
C -1.99 -0.51 -2.42
O -2.86 -0.70 -1.66
F -2.01 -1.02 -3.65
C -0.01 1.64 -0.14
N -0.61 1.69 1.18
O -0.46 2.77 -0.79
C -1.90 2.93 -0.83
C -2.29 3.46 -2.21
H 1.89 2.87 -3.17
H 3.33 1.82 -2.54
H 2.23 3.66 -0.56
H 1.30 -0.04 2.05
H 4.08 2.70 0.67
H 4.51 1.12 1.38
H 5.04 2.62 3.11
H 3.45 2.11 3.61
H 3.67 3.67 2.79
H 2.73 -0.03 -0.48
H -0.77 -3.07 -1.20
H -1.37 -1.74 -0.27
H 0.40 -3.66 1.23
H -1.03 -4.38 0.63
H -1.43 -3.68 2.86
H -0.76 -2.07 2.58
H -3.20 -2.04 2.83
H -2.73 -1.40 1.27
H -3.93 -4.13 -0.84
H 3.10 -1.99 -1.31
H 2.64 -2.88 0.75
H -1.00 1.33 -2.54
H 0.04 -0.04 -2.81
H -0.23 2.46 1.71
H -0.54 0.82 1.68
H -2.23 3.64 -0.07
H -2.42 2.00 -0.67
H -2.67 2.62 -2.80
H -3.12 4.16 -2.15
H -1.44 3.85 -2.76


[9]
ORCA calculation (ωB97M-V/def2-TZVPD) on the ion C7H14P with charge +1.

As for the net charge: +1. The energy above the lowest of the compared OMol25 structures with the same formula, charge and spin is 252.64 kJ/mol. As for the spin multiplicity: 1. Its gap between HOMO and LUMO is 6.20 eV. The LUMO energy comes out at -6.07 eV.

CARTESIAN COORDINATES (ANGSTROEM)
C 0.22 -0.75 0.34
C -0.21 -2.11 0.16
C -0.31 0.54 0.14
C -1.44 -2.59 -0.26
C -1.84 -3.96 -0.52
C 2.31 1.91 0.77
C 0.27 3.52 -0.54
P 1.05 1.88 -0.64
H 1.16 -0.60 0.94
H 0.64 -2.79 0.38
H -1.06 0.71 -0.56
H -0.60 1.06 1.13
H -2.12 -1.82 -0.70
H -1.07 -4.73 -0.31
H -1.89 -4.00 -1.64
H -2.85 -4.20 -0.18
H 3.28 1.38 0.52
H 1.70 1.73 1.65
H 2.53 2.96 0.85
H 0.63 4.26 -1.33
H 0.41 4.10 0.45
H -0.81 3.49 -0.67


[10]
ORCA calculation (ωB97M-V/def2-TZVPD) on the molecule C4H9BO2.

As for the net charge: 0. The energy above the lowest of the compared OMol25 structures with the same formula, charge and spin is 292.03 kJ/mol. As for the spin multiplicity: 1. The SMILES is COC(=O)B(C)C. Its gap between HOMO and LUMO is 10.52 eV. The LUMO energy comes out at 0.46 eV.

CARTESIAN COORDINATES (ANGSTROEM)
C 2.93 0.01 -0.66
O 1.55 -0.14 -0.79
C 0.84 0.19 0.36
O 1.40 0.56 1.41
B -0.78 0.30 0.30
C -1.61 -0.96 -0.07
C -1.53 1.67 0.72
H 3.25 -0.11 0.42
H 3.18 1.04 -1.06
H 3.39 -0.54 -1.45
H -1.62 -1.78 0.67
H -1.10 -1.40 -0.99
H -2.66 -0.67 -0.25
H -1.80 1.49 1.81
H -2.48 2.00 0.31
H -1.00 2.54 0.86


[11]
ORCA calculation (ωB97M-V/def2-TZVPD) on a cluster of 2 separate species, C5H13N2S in total.

As for the net charge: -1. The energy above the lowest of the compared OMol25 structures with the same formula, charge and spin is 73.01 kJ/mol. As for the spin multiplicity: 1. Its gap between HOMO and LUMO is 6.67 eV. The LUMO energy comes out at 3.95 eV.

CARTESIAN COORDINATES (ANGSTROEM)
C -2.62 0.04 -0.19
C -1.69 0.97 0.55
C -0.54 2.94 0.15
N -1.51 2.23 -0.22
H -2.84 -0.84 0.42
H -3.54 0.56 -0.46
H -2.15 -0.31 -1.11
H -0.70 0.54 0.72
H -2.10 1.25 1.52
H 0.14 2.65 0.95
H -0.37 3.89 -0.36
C 1.32 -1.83 -0.52
C 2.05 -1.59 0.79
S 1.80 0.09 1.47
N 1.71 -0.89 -1.60
H 0.25 -1.71 -0.37
H 1.53 -2.83 -0.90
H 3.13 -1.76 0.64
H 1.71 -2.33 1.52
H 2.66 -1.10 -1.86
H 1.76 0.03 -1.14


[12]
ORCA calculation (ωB97M-V/def2-TZVPD) on a cluster of 2 separate species, C21H25ClN4O6 in total.

As for the net charge: 0. As for the spin multiplicity: 1. The SMILES is O=C(Nc1ccc(Cl)cc1)Nc1cccc(C(=O)O)c1.CNC(=O)[C@@H](NC(C)=O)[C@@H](C)O. Its gap between HOMO and LUMO is 8.78 eV. The LUMO energy comes out at -0.06 eV.

CARTESIAN COORDINATES (ANGSTROEM)
O -1.26 -1.71 1.42
C -2.39 -1.86 1.00
N -3.42 -2.25 1.84
C -3.26 -2.60 3.18
C -3.94 -3.73 3.66
C -3.79 -4.14 4.98
C -2.97 -3.42 5.86
Cl -2.77 -3.95 7.51
C -2.31 -2.28 5.40
C -2.46 -1.87 4.07
N -2.72 -1.67 -0.32
C -1.87 -1.50 -1.42
C -0.47 -1.69 -1.40
C 0.29 -1.52 -2.55
C -0.33 -1.17 -3.75
C -1.72 -1.00 -3.82
C -2.38 -0.67 -5.10
O -1.72 -0.71 -6.13
O -3.69 -0.35 -5.09
C -2.47 -1.16 -2.64
H -4.21 -2.67 1.36
H -4.58 -4.31 2.99
H -4.31 -5.03 5.35
H -1.68 -1.72 6.08
H -1.94 -0.98 3.73
H -3.71 -1.61 -0.51
H 0.05 -2.00 -0.50
H 1.37 -1.67 -2.52
H 0.28 -1.05 -4.65
H -3.90 -0.18 -6.02
H -3.55 -1.02 -2.68
C 4.95 4.13 1.74
N 4.08 3.32 0.89
C 4.49 2.65 -0.19
O 5.66 2.63 -0.55
C 3.47 1.82 -1.00
N 2.34 1.22 -0.24
C 1.38 1.86 0.43
C 0.35 1.01 1.13
O 1.30 3.08 0.49
C 3.00 2.62 -2.23
C 2.05 1.85 -3.14
O 2.37 3.82 -1.86
H 4.36 4.89 2.26
H 5.45 3.50 2.47
H 5.70 4.63 1.13
H 3.09 3.33 1.08
H 4.05 0.98 -1.39
H 2.29 0.21 -0.22
H -0.36 0.64 0.39
H 0.82 0.17 1.63
H -0.18 1.62 1.86
H 3.89 2.87 -2.82
H 1.85 2.44 -4.03
H 1.10 1.66 -2.63
H 2.50 0.90 -3.44
H 1.84 3.66 -1.07


F_max for the records above, in order: 4.376; 3.783; 8.562; 0.249; 2.705; 1.918; 2.592; 3.154; 2.971; 3.060; 0.600; 1.932 eV/Å